The following is a quantum chemistry calculation of a molecular structure, C29H43CeI2N4Sb, from the Open Molecules 2025 dataset.

Last column: Löwdin charge in e.
CARTESIAN COORDINATES (ANGSTROEM)
1 Ce 1.692 0.506 0.891  0.89
2 C -0.432 -2.973 0.331  -0.14
3 C -1.395 -1.730 0.373  -0.19
4 C -1.282 -0.943 1.638  -0.23
5 N -0.517 0.281 1.614  -0.16
6 C -1.177 1.429 2.073  -0.18
7 C -2.565 1.623 1.860  -0.02
8 C -3.413 2.405 2.586  -0.02
9 C -2.995 3.173 3.691  -0.04
10 C -1.783 3.511 4.258  -0.05
11 C -0.559 3.192 3.812  0.02
12 C -0.213 2.321 2.722  -0.20
13 N 0.994 2.257 2.210  -0.17
14 C 1.957 3.320 2.386  -0.21
15 C 3.159 2.802 3.196  -0.14
16 C 4.212 2.092 2.281  -0.21
17 N 3.754 0.764 1.916  -0.15
18 C 4.648 -0.264 1.912  -0.21
19 C 6.050 -0.123 1.962  0.01
20 C 7.039 -1.037 1.712  -0.04
21 C 6.967 -2.405 1.979  -0.02
22 C 5.824 -3.040 2.523  -0.02
23 C 4.513 -2.745 2.257  0.01
24 C 4.039 -1.541 1.747  -0.24
25 N 2.807 -1.510 1.241  -0.13
26 C 2.191 -2.804 0.768  -0.20
27 C 1.044 -2.670 -0.213  -0.16
28 H -0.852 -3.786 -0.314  0.12
29 H -0.481 -3.450 1.297  0.10
30 H -2.443 -2.041 0.226  0.12
31 H -1.162 -1.059 -0.473  0.09
32 H -0.774 -1.590 2.361  0.13
33 H -2.350 -0.672 1.998  0.15
34 H -2.904 1.129 1.000  0.11
35 H -4.491 2.496 2.302  0.14
36 H -3.843 3.763 4.039  0.12
37 H -1.836 4.230 5.070  0.13
38 H 0.303 3.546 4.327  0.11
39 H 1.452 4.158 2.955  0.13
40 H 2.210 3.719 1.334  0.15
41 H 2.773 2.059 3.932  0.13
42 H 3.602 3.691 3.750  0.14
43 H 5.075 1.961 2.927  0.11
44 H 4.434 2.727 1.353  0.16
45 H 6.302 0.939 2.076  0.11
46 H 7.975 -0.669 1.208  0.15
47 H 7.820 -3.022 1.731  0.12
48 H 5.947 -3.919 3.148  0.13
49 H 3.822 -3.576 2.417  0.13
50 H 1.938 -3.388 1.667  0.12
51 H 2.926 -3.484 0.283  0.14
52 H 1.289 -3.212 -1.200  0.15
53 H 0.998 -1.585 -0.615  0.06
54 I 3.281 0.333 -2.269  0.98
55 C 1.747 1.695 -2.828  -0.94
56 I -0.047 2.225 -1.463  0.89
57 H 1.251 1.288 -3.734  -0.02
58 H 2.254 2.594 -3.209  -0.01
59 C -5.542 -2.130 -2.160  -0.26
60 C -4.382 -2.234 -3.146  -0.44
61 Sb -3.717 -0.135 -3.435  1.30
62 C -5.578 0.776 -4.157  -0.43
63 C -5.147 2.253 -4.523  -0.24
64 C -2.766 -0.866 -5.305  -0.45
65 C -1.349 -1.438 -5.039  -0.21
66 H -5.803 -3.084 -1.658  0.07
67 H -6.468 -1.900 -2.677  0.06
68 H -5.431 -1.433 -1.370  0.02
69 H -4.734 -2.657 -4.067  0.03
70 H -3.417 -2.792 -2.723  0.08
71 H -6.405 0.755 -3.400  0.06
72 H -5.745 0.272 -5.139  0.06
73 H -4.503 2.761 -3.745  0.05
74 H -6.037 2.833 -4.727  0.06
75 H -4.531 2.252 -5.427  0.05
76 H -2.822 0.123 -5.805  0.02
77 H -3.430 -1.627 -5.803  0.07
78 H -0.863 -0.812 -4.266  0.02
79 H -0.695 -1.459 -5.916  0.06
80 H -1.409 -2.448 -4.534  0.08

The calculation puts the frontier orbital gap (spin up / spin down) at 4.524 / 5.362 eV. As for the spin multiplicity: 1. The value obtained for the lowest unoccupied orbital energy (spin up / spin down) is -7.6 / -6.8 eV. The total energy comes out at -2659.8717 a.u. As for the charge: +2.

=====

The following is a quantum chemistry calculation of a molecular structure, C29H43Cl2F5N3O5SiYb, from the Open Molecules 2025 dataset.

Last column: Löwdin spin population.
CARTESIAN COORDINATES (ANGSTROEM)
1 C 2.587 -2.535 -1.776  0.00
2 C 2.131 -1.783 -2.984  0.00
3 H 2.251 -3.579 -1.859  0.00
4 H 2.196 -2.122 -0.840  0.00
5 H 3.691 -2.575 -1.704  0.00
6 C 2.292 -2.346 -4.195  0.00
7 C 2.769 -3.742 -4.397  0.00
8 H 2.173 -1.769 -5.108  0.00
9 H 2.149 -4.479 -3.861  0.00
10 H 3.808 -3.887 -4.063  0.00
11 H 2.728 -3.980 -5.465  0.00
12 Yb 0.345 0.578 0.257  1.00
13 Cl 2.184 2.090 -0.805  0.00
14 C -0.505 3.544 0.416  0.00
15 O -1.064 2.441 0.226  0.00
16 N -1.146 4.712 0.464  0.00
17 C -2.584 4.745 0.233  0.00
18 C -0.430 5.976 0.579  0.00
19 H 0.592 3.606 0.526  0.00
20 H -3.082 3.982 0.843  0.00
21 H -2.828 4.578 -0.829  0.00
22 H -2.927 5.747 0.521  0.00
23 H 0.323 5.899 1.373  0.00
24 H -1.153 6.758 0.825  0.00
25 H 0.082 6.240 -0.359  0.00
26 H -2.026 2.082 5.390  0.00
27 H -0.390 -0.004 6.319  0.00
28 C -2.434 1.330 4.699  0.00
29 C -1.141 -0.530 5.710  0.00
30 N -1.460 0.256 4.529  0.00
31 H -2.639 1.781 3.730  0.00
32 C -1.126 -0.173 3.289  0.00
33 O -1.394 0.445 2.241  0.00
34 H -0.723 -1.492 5.394  0.00
35 H -0.572 -1.134 3.281  0.00
36 H -3.356 0.927 5.145  0.00
37 H -2.043 -0.683 6.322  0.00
38 H -0.456 -5.324 2.106  0.00
39 H -0.712 -3.293 -1.248  0.00
40 C -1.322 -4.747 1.747  0.00
41 C -1.040 -4.110 -0.577  0.00
42 N -0.912 -3.716 0.820  0.00
43 H -1.826 -4.292 2.615  0.00
44 C 0.313 -3.001 1.211  0.00
45 O 0.536 -1.799 0.846  0.00
46 H -2.112 -4.288 -0.745  0.00
47 H 0.480 -3.194 2.292  0.00
48 H -2.031 -5.419 1.251  0.00
49 H -0.457 -5.016 -0.817  0.00
50 O 0.555 -0.448 -1.726  0.00
51 C 1.582 -0.387 -2.749  0.00
52 C 0.395 -0.205 -5.006  0.00
53 C 1.151 0.369 -3.989  0.00
54 H 0.154 -1.266 -4.955  0.00
55 C -0.022 0.573 -6.097  0.00
56 H 2.388 0.192 -2.272  0.00
57 C 1.565 1.697 -4.106  0.00
58 H -0.666 0.123 -6.852  0.00
59 C 0.395 1.904 -6.216  0.00
60 C 1.217 2.456 -5.224  0.00
61 H 2.133 2.120 -3.282  0.00
62 H 0.083 2.502 -7.074  0.00
63 H 1.573 3.485 -5.308  0.00
64 Si -1.193 -0.796 -1.960  0.00
65 Cl 1.678 -4.330 0.523  0.00
66 C -1.677 -2.074 -3.223  0.00
67 C -1.687 0.949 -2.508  0.00
68 C -2.134 -1.075 -0.350  0.00
69 H -1.776 -1.619 -4.219  0.00
70 H -2.681 -2.451 -2.951  0.00
71 H -0.989 -2.930 -3.286  0.00
72 H -3.197 -1.172 -0.639  0.00
73 H -2.075 -0.266 0.405  0.00
74 H -1.840 -2.005 0.158  0.00
75 H -1.904 0.928 -3.584  0.00
76 H -0.889 1.692 -2.334  0.00
77 H -2.585 1.299 -1.975  0.00
78 F 2.287 1.573 7.467  0.00
79 C 2.118 1.565 6.136  0.00
80 C 1.221 2.454 5.540  0.00
81 F 0.524 3.307 6.322  0.00
82 C 1.026 2.421 4.180  0.00
83 F 0.164 3.281 3.596  0.00
84 C 1.666 1.447 3.340  0.00
85 O 1.389 1.312 2.118  0.00
86 C 2.601 0.583 3.994  0.00
87 F 3.225 -0.345 3.246  0.00
88 C 2.814 0.644 5.350  0.00
89 F 3.669 -0.209 5.946  0.00

Its expectation value of S² is 0.751. The calculation puts the frontier orbital gap (spin up / spin down) at 7.862 / 7.285 eV. As for the spin multiplicity: 2. The value obtained for the lowest unoccupied orbital energy (spin up / spin down) is 0.2 / -0.4 eV. The total energy comes out at -4539.3728 a.u. As for the charge: 0.